89
Properties=species:S:1:pos:R:3:forces:R:3 method="wB97M-V/def2-TZVPD" mol_weight_g_mol=774.259 e_above_lowest_kj_mol=1118.4 orbital_gap_ev=1.5 charge=+1
Hg -1.230 4.011 -0.628 0.06 -0.48 0.17
N 0.418 -0.001 -0.321 2.05 -2.98 -2.99
O 1.029 -1.070 0.013 -1.83 2.85 -0.90
O 0.211 0.326 -1.527 0.50 -1.22 1.24
O 0.041 0.808 0.465 -0.90 1.76 2.48
C -5.068 -5.508 5.608 -0.98 -0.17 -0.73
C -4.238 -4.340 5.111 -0.72 -0.07 -0.18
O -4.723 -3.224 5.119 0.03 0.59 0.55
N -3.048 -4.583 4.532 -0.27 -0.11 0.43
C -2.204 -3.506 3.978 0.03 -2.17 0.65
H -4.769 -6.532 5.384 0.66 0.14 0.32
H -5.976 -5.406 5.013 -0.21 0.08 -0.09
H -5.455 -5.402 6.621 0.60 0.10 0.09
H -2.887 -5.544 4.266 0.37 0.26 0.14
H -1.329 -3.487 4.627 0.20 0.46 -0.20
H -2.710 -2.541 3.984 -0.08 -0.39 -0.43
H -1.931 -4.006 3.048 0.37 1.30 -0.56
C 3.291 6.734 -4.094 1.38 -0.67 0.04
C 3.278 5.325 -3.441 -1.01 0.70 -0.28
O 2.219 4.941 -2.963 0.16 -0.74 0.12
N 4.434 4.606 -3.494 -0.17 -1.63 0.43
C 4.676 3.144 -3.082 1.32 1.27 -0.36
H 2.469 7.426 -3.909 -0.08 -0.64 0.53
H 3.363 6.622 -5.176 0.10 -0.14 -0.02
H 4.229 7.168 -3.747 0.01 0.50 -0.20
H 5.301 5.107 -3.625 -0.31 0.05 -0.26
H 5.071 2.515 -3.880 -1.07 0.24 -0.97
H 3.915 2.595 -2.528 -0.11 0.76 -0.07
H 5.640 3.161 -2.574 -0.38 0.26 1.12
C -6.796 2.031 -1.943 -1.03 0.41 0.45
C -5.693 1.235 -1.341 0.53 1.24 -0.80
O -4.573 1.739 -1.257 0.16 -0.42 0.12
N -5.942 -0.018 -0.990 -0.19 -2.23 1.04
C -4.936 -0.809 -0.302 0.41 1.04 1.27
H -6.643 2.204 -3.008 0.28 0.15 0.18
H -6.816 2.956 -1.367 0.06 0.30 -0.45
H -7.795 1.609 -1.834 0.11 -0.36 0.03
H -6.827 -0.301 -0.596 -0.53 0.66 -0.89
H -5.387 -1.704 0.127 0.24 -0.39 -0.91
H -4.698 -0.265 0.612 0.47 0.21 0.15
H -3.999 -0.879 -0.855 -0.35 -0.52 -0.13
C -4.046 3.669 5.389 0.44 -1.05 -0.97
C -2.786 4.105 4.644 -1.58 -0.23 0.75
O -2.845 4.039 3.437 0.32 0.07 -1.95
N -1.683 4.481 5.260 1.40 0.98 0.00
C -1.537 4.831 6.629 -0.69 -0.38 1.85
H -3.874 3.075 6.286 -0.11 0.69 0.35
H -4.376 2.931 4.658 -0.48 -0.07 0.14
H -4.825 4.431 5.389 0.30 0.08 0.53
H -0.962 4.806 4.632 0.02 -0.18 -0.06
H -2.490 4.670 7.133 -0.04 -0.10 -0.04
H -1.305 5.866 6.876 0.27 0.10 -0.65
H -0.833 4.178 7.146 0.22 0.08 -0.11
C 3.322 0.661 5.157 -0.71 -0.43 -1.67
C 3.968 0.944 6.451 0.44 -0.09 1.26
O 4.617 1.956 6.613 0.24 0.45 0.04
N 3.839 0.012 7.443 -0.30 0.12 -0.62
C 4.540 0.041 8.718 -0.35 -0.99 -0.20
H 4.078 0.561 4.379 0.32 -0.10 0.19
H 2.722 1.490 4.781 -0.05 0.19 0.47
H 2.705 -0.235 5.084 0.00 -0.08 0.35
H 3.303 -0.822 7.252 0.13 0.22 -0.05
H 5.154 -0.859 8.747 0.54 0.21 0.07
H 3.802 -0.149 9.498 0.06 0.63 0.28
H 5.137 0.942 8.859 -0.33 -0.13 -0.11
C 3.252 -5.187 -2.841 0.12 0.25 1.11
C 2.243 -4.863 -3.863 1.49 -1.32 -1.72
O 2.371 -5.264 -5.003 0.49 -0.93 -1.17
N 1.203 -4.132 -3.587 -3.61 2.30 0.79
C 0.084 -3.934 -4.557 1.04 0.97 0.61
H 3.510 -6.246 -2.850 -0.11 0.12 -0.25
H 2.830 -4.947 -1.865 0.44 0.08 0.24
H 4.148 -4.606 -3.057 0.04 -0.04 0.22
H 1.176 -3.487 -2.810 0.20 -0.50 0.22
H -0.174 -2.875 -4.536 0.00 0.13 0.08
H -0.817 -4.454 -4.231 0.26 -0.44 -0.36
H 0.454 -4.122 -5.565 -0.37 -0.55 0.24
C 2.790 -3.127 -9.752 1.04 -0.68 0.03
C 2.570 -1.641 -9.553 -2.00 -0.48 -2.48
O 2.403 -0.846 -10.512 1.01 -1.36 2.39
N 2.330 -1.366 -8.267 -0.18 1.66 0.61
C 2.275 0.014 -7.804 -0.04 -0.26 0.73
H 3.595 -3.235 -10.479 -0.34 -0.25 -0.27
H 1.933 -3.763 -9.973 -0.34 0.74 -0.79
H 3.126 -3.661 -8.863 0.43 0.48 0.40
H 2.367 -2.088 -7.562 0.22 0.07 -0.37
H 1.555 0.098 -6.991 -0.05 -0.04 0.03
H 1.983 0.732 -8.570 0.23 -0.44 -0.19
H 3.259 0.238 -7.393 0.02 0.52 -0.06

102
Properties=species:S:1:pos:R:3:forces:R:3 method="wB97M-V/def2-TZVPD" mol_weight_g_mol=1236.487 e_above_lowest_kj_mol=0.0 orbital_gap_ev=5.2 charge=+2
Pb -0.393 0.344 -0.302 0.21 -0.45 -0.34
C -3.301 2.150 1.272 0.20 -0.21 0.10
C -3.124 1.777 2.764 0.01 0.11 -0.06
C -1.703 2.013 3.321 0.04 0.01 -0.08
Sb -0.482 0.290 2.913 -0.22 0.06 0.28
C -1.227 -0.972 4.434 0.08 -0.03 0.03
C -1.209 -2.348 4.212 0.08 0.03 0.05
C -1.666 -3.214 5.198 0.00 0.02 -0.02
C -2.143 -2.709 6.400 -0.01 0.03 0.00
C -2.165 -1.337 6.623 0.00 -0.01 -0.04
C -1.709 -0.465 5.642 0.01 -0.13 -0.01
C 1.440 0.757 3.856 0.11 0.01 -0.24
C 1.773 0.224 5.074 0.08 0.03 0.08
C 3.051 0.424 5.618 -0.09 -0.05 0.02
C 4.064 1.147 4.963 -0.01 -0.09 0.12
C 3.799 1.661 3.738 0.03 -0.01 -0.10
C 2.513 1.422 3.075 -0.18 0.09 0.07
Sb -3.935 0.793 -0.323 -0.17 -0.06 0.05
C -5.864 0.327 0.440 -0.07 0.21 0.10
C -6.588 -0.677 -0.200 -0.06 0.03 0.08
C -7.836 -1.049 0.279 0.02 0.00 0.00
C -8.371 -0.417 1.396 0.00 -0.01 -0.01
C -7.660 0.591 2.030 0.06 0.02 -0.02
C -6.407 0.966 1.552 -0.09 -0.10 -0.06
C -3.238 -1.173 0.237 0.00 0.07 0.11
C -2.860 -2.005 -0.820 0.05 0.00 0.01
C -2.673 -3.368 -0.620 0.06 0.00 -0.01
C -2.851 -3.913 0.642 0.01 0.01 0.02
C -3.227 -3.097 1.704 -0.05 0.04 -0.06
C -3.429 -1.737 1.502 0.08 -0.11 -0.12
H -2.394 2.622 0.878 -0.02 0.03 0.07
H -4.078 2.912 1.169 0.06 0.07 0.01
H -3.450 0.753 2.965 0.05 0.03 0.04
H -3.794 2.401 3.360 -0.02 0.00 -0.04
H -1.719 2.179 4.397 0.00 0.01 -0.01
H -1.228 2.884 2.864 -0.09 0.00 0.05
H -0.849 -2.746 3.267 -0.02 0.03 0.07
H -1.655 -4.283 5.024 0.01 0.03 0.01
H -2.503 -3.385 7.165 0.02 0.03 -0.03
H -2.543 -0.944 7.558 0.01 -0.02 -0.02
H -1.728 0.601 5.835 -0.02 -0.02 -0.01
H 1.041 -0.332 5.648 0.01 -0.01 0.00
H 3.264 0.007 6.597 -0.02 0.03 -0.03
H 5.025 1.296 5.439 -0.05 -0.02 -0.01
H 4.544 2.234 3.201 -0.02 -0.02 -0.01
H 2.726 0.643 2.291 0.05 0.06 0.02
H -6.183 -1.176 -1.076 -0.01 0.00 0.03
H -8.393 -1.832 -0.220 0.01 0.03 0.01
H -9.347 -0.707 1.766 0.05 0.01 -0.02
H -8.080 1.089 2.895 0.01 -0.01 -0.03
H -5.869 1.762 2.055 -0.02 -0.03 0.00
H -2.750 -1.593 -1.822 0.02 -0.03 0.03
H -2.404 -4.004 -1.455 -0.02 0.01 0.02
H -2.718 -4.978 0.798 -0.02 0.05 -0.01
H -3.399 -3.526 2.684 0.01 0.02 -0.05
H -3.795 -1.135 2.326 -0.02 -0.03 -0.02
Cl 5.594 -3.595 -2.260 -0.02 0.03 0.08
C 4.459 -2.540 -1.493 0.13 -0.01 0.00
C 4.758 -1.185 -1.363 0.05 0.04 -0.03
C 3.854 -0.341 -0.756 0.00 0.10 0.12
Cl 4.235 1.350 -0.598 -0.04 -0.13 -0.03
C 2.607 -0.785 -0.249 0.35 0.22 -0.18
O 1.798 0.068 0.320 -0.26 0.23 0.08
C 2.343 -2.162 -0.400 -0.10 -0.19 -0.05
C 1.103 -2.758 0.086 0.09 0.00 0.28
O 0.145 -2.146 0.532 -0.16 0.11 -0.23
C 3.271 -3.021 -1.003 -0.11 -0.14 0.03
H 5.698 -0.798 -1.736 -0.04 -0.01 0.03
H 1.069 -3.861 0.079 0.01 0.03 -0.08
H 3.041 -4.078 -1.084 0.00 0.05 -0.01
F 1.302 3.450 3.004 0.05 -0.03 -0.07
C 2.035 2.608 2.221 0.03 0.00 0.12
F 3.099 3.299 1.759 -0.09 0.02 -0.04
H 1.440 2.287 1.371 -0.06 0.03 -0.04
N 1.189 4.473 -1.962 -0.05 0.09 0.06
C 0.583 5.027 -0.857 0.09 -0.07 -0.10
C 0.048 3.982 -0.178 -0.05 -0.21 -0.04
N 0.317 2.799 -0.853 0.05 0.09 0.14
C 1.008 3.142 -1.922 -0.05 0.02 0.11
H 1.667 4.982 -2.687 0.03 0.00 -0.02
H 0.590 6.085 -0.655 0.00 -0.05 -0.05
H -0.512 4.012 0.744 0.04 -0.03 -0.08
H 1.388 2.466 -2.673 -0.03 0.07 0.06
C 3.316 -2.848 -4.718 -0.01 0.02 -0.09
C 2.462 -2.397 -5.902 -0.06 -0.03 0.13
C 1.254 -3.308 -6.102 -0.01 -0.03 -0.04
C 2.056 -0.927 -5.785 -0.09 -0.06 0.11
N 1.226 -0.651 -4.595 -0.09 -0.15 -0.53
C 1.592 -0.446 -3.339 0.17 -0.08 0.16
N 0.502 -0.339 -2.612 -0.25 0.15 0.05
N -0.548 -0.475 -3.463 0.33 -0.04 -0.22
N -0.120 -0.668 -4.656 0.16 0.06 0.48
H 3.702 -3.854 -4.893 -0.01 0.05 0.01
H 2.731 -2.888 -3.793 0.03 0.01 -0.08
H 4.177 -2.191 -4.558 -0.07 -0.05 -0.01
H 3.080 -2.435 -6.803 0.01 0.00 -0.02
H 0.586 -3.283 -5.237 0.03 0.00 -0.03
H 1.581 -4.340 -6.236 -0.02 0.05 0.01
H 0.675 -3.022 -6.983 0.03 -0.01 0.07
H 1.460 -0.617 -6.639 -0.04 0.05 -0.03
H 2.935 -0.289 -5.715 0.01 0.07 0.03
H 2.611 -0.394 -2.981 -0.11 -0.01 -0.08

10
Properties=species:S:1:pos:R:3:forces:R:3 method="wB97M-V/def2-TZVPD" mol_weight_g_mol=78.136 e_above_lowest_kj_mol=256.1 orbital_gap_ev=9.8 charge=0
O 2.255 -0.153 -0.177 -0.84 -3.58 2.80
C 1.152 0.648 -0.014 -2.45 -2.71 5.34
C -0.072 -0.470 0.097 4.18 -1.08 -0.08
S -1.711 0.004 -0.093 -1.23 1.45 0.84
H 1.821 -0.924 0.599 3.23 2.69 -3.41
H 0.881 1.343 -0.740 0.31 1.47 -1.18
H 1.238 0.977 1.209 -0.70 0.52 -3.50
H 0.258 -1.009 1.006 -1.06 0.75 1.21
H 0.295 -1.421 -0.444 -1.32 1.82 -1.09
H -1.636 1.125 0.771 -0.12 -1.33 -0.93

21
Properties=species:S:1:pos:R:3:forces:R:3 method="wB97M-V/def2-TZVPD" mol_weight_g_mol=104.173 e_above_lowest_kj_mol=378.2 multiplicity=2 orbital_gap_ev="8.7 / 5.4" charge=+2
C -1.599 -2.783 -1.048 -1.80 0.14 -2.35
C -0.945 -1.577 -0.405 1.93 -0.67 0.32
C -1.238 -0.059 -0.825 -2.52 3.06 0.98
C -0.204 0.990 -0.448 -0.54 -2.42 -4.02
C -0.282 1.753 0.694 -0.59 -1.58 0.27
N 0.971 1.882 1.404 -1.82 0.03 1.21
H -2.480 -2.436 -1.642 0.43 0.03 0.11
H -2.161 -3.285 -0.281 0.24 -0.69 0.45
H -1.148 -3.527 -1.778 0.35 1.29 1.27
H 0.190 -1.555 -0.556 -1.43 -0.76 0.87
H -1.385 -1.630 0.613 1.31 0.41 -0.24
H -2.054 0.311 -0.175 -0.22 -0.83 -0.16
H -1.750 -0.031 -1.844 1.70 0.03 0.39
H 0.630 0.981 -1.261 -0.58 0.44 2.06
H -1.190 2.203 1.150 0.54 -0.61 -0.29
H 0.948 2.879 1.390 1.55 1.72 0.93
H 1.738 1.515 0.818 1.56 0.07 0.36
H 0.979 1.520 2.434 -0.03 0.68 -2.01
H 3.361 0.159 0.503 1.06 1.78 0.10
H 4.242 1.528 0.713 0.61 -0.27 0.03
O 3.377 1.160 0.544 -1.77 -1.84 -0.28

34
Properties=species:S:1:pos:R:3:forces:R:3 method="wB97M-V/def2-TZVPD" mol_weight_g_mol=392.175 orbital_gap_ev=5.5 charge=+4
Mo 0.353 0.080 0.092 -0.71 1.18 0.50
O -0.616 5.521 -2.690 0.04 0.02 0.00
C -0.331 4.412 -2.102 -0.14 0.26 -0.21
C 0.893 4.145 -1.426 0.11 -0.11 0.12
C 1.035 2.914 -0.857 -0.37 -0.32 -0.22
N 0.070 1.966 -0.917 0.21 -0.49 -0.14
C -1.111 2.224 -1.538 0.59 0.15 -0.02
C -1.359 3.420 -2.142 -0.04 -0.24 0.10
C -2.059 1.097 -1.392 -0.40 0.53 -0.41
O -3.144 0.922 -1.739 0.07 -0.31 0.16
O -1.303 0.056 -0.590 -0.12 -0.33 0.39
C 2.190 2.452 -0.049 0.18 0.63 -0.21
O 3.203 2.928 0.232 0.01 -0.26 0.15
O 1.806 1.073 0.428 0.18 -0.22 0.42
H 0.058 6.229 -2.677 -0.03 -0.07 0.02
H 1.673 4.895 -1.348 0.02 -0.03 0.06
H -2.304 3.647 -2.627 -0.01 -0.03 0.05
O 3.169 -2.927 -1.329 -0.28 0.46 -0.06
C 2.472 -3.491 -0.675 0.71 -1.22 0.04
O 0.933 -1.457 -0.150 0.06 0.42 -0.70
C 1.783 -4.554 0.092 -0.11 -0.04 -0.04
N 2.721 -5.737 0.265 0.00 0.01 0.03
C 1.801 -6.983 0.167 -0.05 -0.03 0.02
C 0.825 -6.585 -0.920 0.05 -0.02 -0.03
C 0.515 -5.098 -0.672 -0.02 -0.01 -0.03
H 1.540 -4.151 1.077 -0.01 0.03 -0.02
H 3.223 -5.705 1.161 0.01 -0.01 0.00
H 3.433 -5.808 -0.472 -0.01 -0.03 -0.02
H 1.346 -7.111 1.149 0.00 0.04 0.01
H 2.435 -7.839 -0.058 0.02 0.00 0.00
H -0.083 -7.184 -0.860 -0.01 0.00 0.00
H 1.251 -6.745 -1.911 0.03 0.02 0.00
H -0.346 -4.953 -0.022 0.03 -0.01 0.05
H 0.333 -4.557 -1.601 0.00 -0.01 -0.01

60
Properties=species:S:1:pos:R:3:forces:R:3 method="wB97M-V/def2-TZVPD" mol_weight_g_mol=798.978 e_above_lowest_kj_mol=303.5 orbital_gap_ev=5.8 charge=0
Sn -0.022 -1.013 -0.661 -0.15 -0.18 -0.26
N -3.096 1.215 -0.844 0.07 0.00 -0.15
C -3.526 0.298 0.030 -0.03 -0.04 0.06
N -4.810 0.361 0.398 0.01 0.02 -0.02
C -5.186 -0.585 1.250 0.00 0.01 0.00
N -6.458 -0.555 1.693 0.00 0.00 0.00
N -4.416 -1.591 1.694 -0.03 -0.03 0.00
C -3.166 -1.556 1.259 -0.04 0.02 -0.04
N -2.641 -0.622 0.474 -0.01 0.03 0.04
C -2.302 -2.708 1.665 0.05 -0.01 0.02
C -2.762 -3.613 2.612 0.02 0.02 0.02
C -1.953 -4.684 2.954 0.00 0.00 0.00
C -0.722 -4.817 2.337 0.00 -0.01 0.01
C -0.342 -3.869 1.400 0.02 -0.02 0.00
N -1.116 -2.838 1.069 0.00 0.07 0.00
H -3.779 1.862 -1.197 -0.02 -0.02 0.02
H -2.126 1.259 -1.175 -0.07 -0.01 0.09
H -7.059 0.197 1.414 0.00 0.00 0.00
H -6.760 -1.239 2.361 0.00 0.00 0.00
H -3.732 -3.461 3.058 0.01 0.00 0.00
H -2.282 -5.403 3.693 0.00 0.00 0.00
H -0.056 -5.635 2.574 0.00 0.00 0.00
H 0.618 -3.921 0.898 0.00 0.00 0.00
C 0.662 1.660 -2.568 -0.07 0.04 -0.03
C 1.995 0.945 -2.437 -0.02 0.02 0.04
C 3.204 1.421 -2.983 0.01 0.01 -0.01
C 4.353 0.700 -2.802 -0.01 0.01 0.00
C 4.325 -0.523 -2.096 -0.01 -0.03 0.01
C 5.432 -1.369 -1.845 0.00 0.01 -0.01
Br 7.159 -0.892 -2.466 0.00 0.00 0.00
C 5.265 -2.537 -1.158 0.00 -0.01 0.00
C 3.999 -2.932 -0.692 0.00 0.03 -0.03
Br 3.834 -4.561 0.247 0.00 -0.01 0.00
C 2.863 -2.167 -0.895 0.00 -0.02 -0.03
O 1.668 -2.489 -0.511 -0.02 0.02 0.14
C 3.071 -0.932 -1.604 0.04 -0.01 -0.03
N 1.962 -0.183 -1.777 0.07 0.06 0.11
H 0.848 2.712 -2.829 -0.02 -0.01 -0.02
H 0.165 2.153 -0.688 0.39 -0.72 0.41
H 0.146 1.251 -3.446 0.01 -0.04 0.01
H 3.216 2.356 -3.527 0.00 0.00 0.00
H 5.295 1.058 -3.197 0.00 0.00 0.00
H 6.114 -3.179 -0.967 0.00 0.00 0.00
Se 1.293 -0.540 1.713 0.11 0.04 0.02
C 0.388 0.695 2.725 -0.19 -0.05 -0.10
N -0.177 1.485 3.354 0.08 0.01 0.06
C -0.062 4.490 -0.974 0.04 0.02 0.02
C 0.056 3.433 0.062 -0.22 0.44 -0.15
C 1.393 3.242 0.693 0.03 -0.17 -0.11
C -1.148 3.104 0.858 -0.03 -0.03 0.00
N -0.216 1.506 -1.427 -0.05 0.46 -0.11
H -0.013 5.453 -0.450 0.00 0.00 0.00
H -1.009 4.433 -1.505 0.00 0.00 0.00
H 0.772 4.473 -1.676 0.00 0.01 0.00
H 1.434 3.907 1.563 -0.01 0.00 0.00
H 2.205 3.493 0.012 0.00 0.00 0.00
H 1.522 2.225 1.070 0.01 0.06 -0.01
H -1.042 3.550 1.852 0.01 0.01 0.00
H -1.214 2.031 1.043 0.01 0.00 0.03
H -2.059 3.447 0.377 -0.01 0.01 0.01